1.
Density functional theory data (ωB97M-V/def2-TZVPD) for C43H53N8RuSbSeSi3 as an isolated structure.

## Properties
- net charge = -1
- M (g/mol) = 1068.00
- relative energy (zero: lowest compared OMol25 entry of this formula, charge and spin) (kcal/mol) = 0.00
- E_HOMO (alpha / beta) (eV) = -5.270 / -5.192
- gap between HOMO and LUMO (alpha / beta) (eV) = 7.3 / 6.5
- spin multiplicity = 2

Structure (XYZ):
```
110
Properties=species:S:1:pos:R:3:mulliken_charge:R:1
Ru -0.02597 -0.28624 -0.11414 0.062
C -1.20972 -0.17287 3.13518 -0.701
N -0.09254 -0.17539 2.17784 1.663
C 1.08519 -0.14557 2.68921 -0.878
C 2.22316 -0.20402 1.85622 -0.362
C 3.54912 -0.46784 2.19227 -1.239
C 4.20494 -0.71838 0.98853 -1.331
C 3.24806 -0.58579 -0.01796 -0.922
N 2.04319 -0.25608 0.49082 1.854
C -1.13881 -1.29060 4.14289 -0.116
C -0.90776 -1.01874 5.48638 -0.066
C -0.82289 -2.05059 6.41345 -0.742
C -0.96513 -3.36424 5.99679 -0.416
C -1.19693 -3.64667 4.65501 -0.853
C -1.28256 -2.61442 3.73429 -0.063
H -2.12771 -0.27320 2.55810 -0.151
H -1.23581 0.78740 3.66256 0.496
H 1.23067 -0.13689 3.77090 0.436
H 3.95119 -0.50624 3.19290 0.515
H 5.24187 -0.97371 0.84006 0.451
H 3.40224 -0.71240 -1.07356 0.393
H -0.79678 0.01072 5.81104 0.392
H -0.64223 -1.82520 7.45745 0.364
H -0.89432 -4.17220 6.71431 0.386
H -1.30413 -4.66766 4.31459 0.451
H -1.46718 -2.83151 2.68751 0.297
C 1.40083 1.47083 -4.58680 -1.473
Sb 1.66814 0.99500 -2.49221 -0.651
C -0.06186 -0.31461 -2.22734 1.745
C -1.27384 0.21590 -2.93973 -0.910
C -2.28195 0.99688 -2.35973 0.246
C -3.38609 1.37196 -3.09695 -0.432
C -3.48551 0.98513 -4.42478 -0.905
C -2.44434 0.23322 -4.93811 -0.945
N -1.38254 -0.14007 -4.23153 0.229
Si 0.50981 -1.97244 -3.03529 0.915
C 0.99741 -2.01373 -4.86702 -1.401
C 2.10986 -2.62946 -2.28871 -0.916
C -0.89477 -3.20150 -2.86603 -0.888
C 1.28876 3.02397 -1.58301 3.494
C 0.44638 2.97599 -0.34055 -2.719
C 0.39463 4.12691 0.46726 -0.686
C -0.50797 4.25835 1.49315 -1.577
C -1.40656 3.22551 1.71075 -1.444
C -1.25641 2.09072 0.95337 -0.245
N -0.32358 1.91505 -0.00540 1.538
Si 3.06837 3.64129 -1.14314 0.694
C 3.58913 3.00621 0.52959 -0.772
C 3.27745 5.52081 -1.03189 -1.308
C 4.32623 3.12937 -2.44283 -1.355
Si 0.50975 4.29354 -2.78990 0.320
C -1.12580 3.77458 -3.52797 -0.989
C 1.69423 4.76537 -4.17437 -1.109
C 0.05207 5.93726 -1.97801 -1.322
H 1.18410 0.52108 -5.06712 0.306
H 2.34502 1.85821 -4.97024 0.462
H 0.59318 2.15783 -4.81632 0.381
H -2.20450 1.29660 -1.33179 0.064
H -4.16632 1.96290 -2.63103 0.456
H -4.33488 1.25195 -5.03929 0.469
H -2.46180 -0.09646 -5.97359 0.461
H 1.98007 -1.57001 -5.04623 0.285
H 0.26509 -1.54983 -5.52243 0.292
H 1.08119 -3.07366 -5.13176 0.419
H 2.96597 -2.18267 -2.80295 0.302
H 2.15119 -3.70575 -2.48423 0.376
H 2.24910 -2.48947 -1.22233 0.055
H -1.69172 -2.94453 -3.56812 0.260
H -1.32480 -3.22378 -1.86600 0.112
H -0.53304 -4.20330 -3.11399 0.436
H 1.06192 4.94150 0.23889 0.419
H -0.53185 5.16241 2.08896 0.454
H -2.18523 3.27712 2.45884 0.600
H -1.89977 1.24106 1.10120 0.228
H 2.88257 3.28260 1.31485 0.285
H 4.55930 3.44262 0.78542 0.553
H 3.69655 1.92458 0.54513 -0.039
H 2.77096 5.96966 -0.17554 0.426
H 2.98763 6.07163 -1.92634 0.364
H 4.34919 5.68451 -0.88224 0.486
H 4.49658 2.05356 -2.46276 0.352
H 5.27520 3.61136 -2.19016 0.512
H 4.04934 3.45468 -3.44742 0.362
H -1.13967 2.81436 -4.03806 0.180
H -1.42243 4.54747 -4.24445 0.482
H -1.89026 3.74152 -2.75044 0.215
H 2.07154 3.91840 -4.74193 0.309
H 2.54728 5.34600 -3.82088 0.300
H 1.13239 5.40056 -4.86583 0.417
H -0.77314 5.82350 -1.27393 0.336
H -0.29830 6.58818 -2.78552 0.457
H 0.86912 6.45234 -1.47345 0.328
Se -2.41442 -1.24670 0.05121 0.137
C -4.00600 -0.17597 0.01928 0.380
C -4.37163 0.76504 0.98008 0.161
C -5.59187 1.41688 0.87280 -0.640
N -6.48008 1.18693 -0.09067 -0.683
C -6.14461 0.25860 -0.98760 -0.396
C -4.94368 -0.42936 -0.98113 -0.491
H -3.73888 0.98106 1.83063 0.207
H -5.87292 2.15896 1.61417 0.364
H -6.87518 0.06179 -1.76603 0.379
H -4.72388 -1.15240 -1.75583 0.333
N 0.21758 -2.29002 0.10858 -0.795
C 0.39082 -3.41436 0.30340 1.338
C 0.57153 -4.77715 0.51368 0.024
C 1.68293 -5.43478 -0.06207 -0.191
N 2.58992 -5.97440 -0.53114 -0.617
C -0.37203 -5.49393 1.28137 -0.030
N -1.14197 -6.08328 1.91003 -0.702
```



2.
Density functional theory data (ωB97M-V/def2-TZVPD) for a 2-piece molecular cluster, C37H39F6N2O2Si overall at a distorted geometry.

## Properties
- net charge = +1
- M (g/mol) = 685.81
- E_HOMO (eV) = -10.458
- gap between HOMO and LUMO (eV) = 6.0
- spin multiplicity = 1

Structure (XYZ):
```
87
Properties=species:S:1:pos:R:3:mulliken_charge:R:1
C 3.05080 -2.22569 -1.80651 -1.000
Si 1.53581 -2.31638 -2.87649 0.226
C 1.48145 -0.95227 -4.13915 -0.967
C 1.25403 -3.97720 -3.65050 -1.021
O 0.37052 -2.18733 -1.60530 -0.175
C -0.93787 -2.09793 -1.76605 0.381
C -1.76771 -2.26427 -0.67373 0.287
C -3.19481 -2.13604 -0.96432 -0.805
C -3.54173 -2.72720 -2.33859 -0.766
C -2.78503 -1.95302 -3.37110 -0.605
O -1.35178 -1.82538 -2.99060 -0.408
H 3.95988 -2.31705 -2.41626 0.389
H 3.09674 -1.27575 -1.25648 0.266
H 3.04742 -3.03671 -1.06598 0.270
H 2.38125 -1.03875 -4.77203 0.371
H 0.60425 -1.02760 -4.79525 0.284
H 1.48765 0.04514 -3.67962 0.324
H 2.06038 -4.17923 -4.37006 0.384
H 1.25226 -4.76706 -2.88621 0.297
H 0.29282 -4.01239 -4.18331 0.291
H -1.37095 -2.84405 0.16457 0.587
H -3.80974 -2.57310 -0.17134 0.372
H -3.44172 -1.06205 -1.00939 -0.010
H -3.28665 -3.79509 -2.37242 0.328
H -4.61917 -2.63555 -2.52133 0.437
H -2.77726 -2.42688 -4.35494 0.375
H -3.16805 -0.93254 -3.45458 0.294
F -2.44126 7.23803 2.08778 -0.271
C -2.92894 6.27431 1.26047 0.820
F -3.44281 5.26509 2.04509 -0.271
F -3.98530 6.80666 0.55517 -0.260
C -1.92787 5.69773 0.29334 -1.048
N -2.62661 4.66489 -0.49803 0.682
C -3.03644 5.01497 -1.80361 0.096
C -2.08287 5.46626 -2.73352 -0.217
C -2.46345 5.64087 -4.06094 -0.746
C -3.81452 5.49506 -4.42012 -0.415
C -4.77850 5.13614 -3.46499 -0.854
C -4.38739 4.87226 -2.15762 -0.105
C -2.37353 3.32589 -0.19828 0.681
C -3.43375 2.39128 -0.17211 -0.902
C -3.19866 1.10777 0.30127 -0.677
C -1.86666 0.67472 0.57885 0.763
C -1.64641 -0.64955 1.08301 -0.459
C -0.51543 -1.00040 1.89808 0.030
C -0.37931 -2.35034 2.34086 -1.390
C 0.78239 -2.80217 2.92778 -0.458
C 1.87174 -1.92254 3.13794 0.941
N 3.03857 -2.38406 3.76176 0.546
C 2.89309 -3.35443 4.86120 -1.130
C 3.24132 -2.64810 6.14990 0.847
F 3.09979 -3.38697 7.28648 -0.266
F 4.54314 -2.20344 6.10373 -0.256
F 2.44801 -1.53101 6.28393 -0.268
C 4.30661 -2.27559 3.16581 0.320
C 4.84695 -1.01414 2.86309 -0.053
C 5.99660 -0.91196 2.07847 -0.967
C 6.65609 -2.07981 1.67381 -0.428
C 6.20356 -3.33723 2.09314 -0.811
C 5.04000 -3.44361 2.85834 -0.345
C 1.71855 -0.56776 2.77995 -0.551
C 0.50792 -0.09612 2.31153 -1.034
C -0.80291 1.57379 0.29813 -1.158
C -1.05391 2.90676 0.04637 -0.905
H -1.56174 6.48102 -0.37580 0.452
H -1.12862 5.25225 0.88561 0.433
H -1.05077 5.61405 -2.40826 0.371
H -1.71332 5.90508 -4.80912 0.390
H -4.12611 5.70105 -5.44975 0.371
H -5.83988 5.05979 -3.72634 0.381
H -5.09446 4.57329 -1.37817 0.406
H -4.42642 2.71490 -0.48793 0.228
H -4.03698 0.43540 0.49658 0.548
H -2.53427 -1.28072 1.23645 0.912
H -1.22368 -3.03510 2.21599 0.579
H 0.90408 -3.85242 3.20966 0.617
H 1.85351 -3.66879 4.95611 0.509
H 3.56220 -4.21255 4.73035 0.371
H 4.36318 -0.12632 3.26527 0.602
H 6.36381 0.07932 1.80180 0.404
H 7.56709 -2.00588 1.07175 0.419
H 6.74898 -4.24689 1.82874 0.393
H 4.66441 -4.42067 3.17067 0.320
H 2.54710 0.12408 2.92333 0.028
H 0.33902 0.98404 2.27310 0.884
H 0.23313 1.23663 0.29537 0.998
H -0.24088 3.63658 -0.01452 0.498
```



3.
Density functional theory data (ωB97M-V/def2-TZVPD) for C20H20AsCdF10N3S as an isolated structure at a distorted geometry.

## Properties
- M (g/mol) = 711.78
- E_HOMO (eV) = -6.990
- gap between HOMO and LUMO (eV) = 6.9
- spin multiplicity = 1

Structure (XYZ):
```
56
Properties=species:S:1:pos:R:3:mulliken_charge:R:1
Cd 0.12910 -0.40960 0.19090 1.049
C -1.61860 2.31510 -0.39620 -1.595
N -0.75080 1.38010 -1.10060 1.272
C 0.43880 2.06270 -1.60430 -1.331
C 1.53620 1.10230 -2.07190 -0.582
N 1.81660 0.11640 -1.04970 -0.474
C 2.91310 -0.62680 -1.15930 0.190
C 3.26600 -1.50650 -0.10380 0.082
F 2.40840 -1.55210 0.97780 -0.274
C 4.42140 -2.25680 -0.05480 -0.322
F 4.66990 -3.01200 1.02560 -0.306
C 5.33570 -2.19930 -1.10280 0.757
F 6.49340 -2.88330 -1.06610 -0.318
C 5.02770 -1.37760 -2.18300 -0.019
F 5.87540 -1.29360 -3.21870 -0.301
C 3.86760 -0.63040 -2.21720 0.663
F 3.68990 0.12710 -3.32930 -0.333
C -1.50230 0.67490 -2.13870 -0.681
C -2.29910 -0.50060 -1.55410 -1.013
N -1.42460 -1.44280 -0.88750 -0.648
C -1.27790 -2.70090 -1.29970 0.429
C -0.57800 -3.59680 -0.44750 0.078
F -0.04040 -3.04610 0.69640 -0.290
C -0.44680 -4.95310 -0.64970 -0.434
F 0.16780 -5.70270 0.27730 -0.301
C -0.97890 -5.53490 -1.79830 0.824
F -0.90850 -6.86030 -2.00700 -0.323
C -1.62110 -4.70060 -2.70880 -0.081
F -2.12240 -5.21230 -3.84290 -0.303
C -1.76380 -3.34480 -2.47540 0.743
F -2.40470 -2.65030 -3.45280 -0.351
H -2.03180 3.07690 -1.07120 0.259
H -2.43980 1.77120 0.06580 0.344
H -1.06340 2.80840 0.40000 0.453
H 0.18690 2.74890 -2.42880 0.262
H 0.84560 2.64200 -0.77040 0.441
H 1.24600 0.61790 -3.01550 0.367
H 2.42890 1.70910 -2.27320 0.595
H -2.19180 1.35600 -2.65770 0.363
H -0.80560 0.26200 -2.86980 0.191
H -3.00670 -0.13360 -0.79870 0.274
H -2.87830 -0.95770 -2.35540 0.555
C -0.98680 -1.50380 4.69380 -0.999
As -0.08330 0.19380 4.33750 0.508
C -0.77430 1.45340 5.67120 -1.053
C 1.82890 -0.00100 4.70930 -0.965
S -0.51770 1.02600 2.46090 -0.564
H -0.91100 -1.76590 5.74980 0.393
H -0.53540 -2.29000 4.08440 0.325
H -2.04100 -1.40290 4.41960 0.350
H -0.57660 1.08850 6.67860 0.379
H -1.84980 1.57340 5.52650 0.339
H -0.30030 2.42690 5.53090 0.337
H 1.99550 -0.21450 5.76620 0.391
H 2.33660 0.93080 4.44180 0.343
H 2.23380 -0.81240 4.09930 0.306
```